Record 1
# C18H18N4O4

C18H18N4O4 in the gas phase at a distorted geometry (the ωB97M-V functional and the def2-TZVPD basis, OMol25).

LUMO energy: 0.017 Eh
Total charge: 0
HOMO-LUMO gap: 8.70 eV
Spin multiplicity: 1
SMILES: CC[C@@H](C(=O)NCc1ccco1)n1nc(C)n2c(cc3occc32)c1=O
ΔE to the lowest compared entry with this formula, charge and spin: 2.7194 eV

Cartesian coordinates (Å):
C 0.381 -2.330 -3.773
C 0.419 -0.936 -3.160
C 0.079 -0.990 -1.675
C 1.240 -1.611 -0.863
O 2.378 -1.671 -1.274
N 0.843 -2.051 0.343
C 1.753 -2.680 1.282
C 1.263 -4.034 1.673
C 0.489 -4.446 2.719
C 0.303 -5.839 2.551
C 0.971 -6.167 1.412
O 1.552 -5.084 0.875
N -0.201 0.340 -1.144
N 0.413 1.364 -1.762
C 0.244 2.567 -1.374
C 0.936 3.684 -2.072
N -0.581 2.863 -0.310
C -1.236 1.832 0.373
C -2.009 2.347 1.400
C -1.818 3.733 1.336
O -2.205 4.862 1.956
C -1.577 5.871 1.304
C -0.791 5.440 0.275
C -0.939 4.033 0.283
C -1.022 0.467 -0.045
O -1.507 -0.516 0.503
H -0.605 -2.776 -3.664
H 0.620 -2.279 -4.832
H 1.111 -2.972 -3.287
H 1.417 -0.513 -3.269
H -0.293 -0.281 -3.666
H -0.824 -1.586 -1.504
H -0.115 -1.893 0.637
H 1.854 -2.057 2.177
H 2.719 -2.759 0.774
H 0.106 -3.835 3.511
H -0.250 -6.498 3.188
H 1.105 -7.100 0.903
H 1.546 3.278 -2.871
H 0.205 4.378 -2.485
H 1.568 4.228 -1.371
H -2.611 1.777 2.076
H -1.767 6.863 1.663
H -0.203 6.054 -0.375

Results of the Löwdin charge analysis, in e, for atoms 1 through 6: number 1, C, carries -0.089; number 2, C, carries -0.212; number 3, C, carries -0.186; number 4, C, carries -0.440; number 5, O, carries 0.077; number 6, N, carries 0.096



Record 2
# C4H8O2

A molecular structure, C4H8O2 at a distorted geometry (the ωB97M-V functional and the def2-TZVPD basis, OMol25).

LUMO energy: 0.034 Eh
Total charge: 0
HOMO-LUMO gap: 9.40 eV
Spin multiplicity: 1
ΔE to the lowest compared entry with this formula, charge and spin: 4.8665 eV

Cartesian coordinates (Å):
C 2.129 0.080 0.273
O 0.815 0.357 0.720
C -0.190 0.209 -0.208
C -1.262 -1.174 -0.342
O -2.248 -0.215 -0.654
C -1.539 0.778 0.099
H 2.289 -0.993 0.093
H 2.370 0.632 -0.648
H 2.803 0.409 1.068
H 0.168 0.493 -1.229
H -1.386 -1.585 0.656
H -0.387 -1.309 -0.927
H -1.704 0.639 1.177
H -1.769 1.788 -0.222

Results of the Löwdin charge analysis, in e, for atoms 1 through 6: number 1, C, carries -0.089; number 2, O, carries -0.133; number 3, C, carries -0.288; number 4, C, carries -0.088; number 5, O, carries -0.110; number 6, C, carries -0.174